(1)
{"formula": "C21H25F9N4O7P2S2", "method": "ωB97M-V with the def2-TZVPD basis set", "symbols": ["N", "P", "C", "C", "C", "C", "F", "F", "C", "F", "F", "S", "F", "F", "F", "F", "F", "O", "S", "O", "O", "O", "C", "P", "O", "O", "O", "H", "H", "H", "H", "H", "H", "H", "H", "H", "H", "N", "C", "C", "C", "C", "C", "H", "H", "H", "H", "H", "N", "C", "C", "C", "C", "C", "H", "H", "H", "H", "H", "N", "C", "C", "C", "C", "C", "H", "H", "H", "H", "H"], "positions_angstrom": [[0.32220, -3.21171, 2.76782], [-0.35835, -1.98155, 3.46355], [-0.39071, -0.39417, 2.45521], [-1.58305, -0.07968, 1.50614], [-2.49558, -1.27902, 1.18249], [-3.87704, -0.84497, 0.58731], [-3.72786, 0.40311, 0.11687], [-4.13947, -1.71046, -0.38669], [-4.91182, -0.93906, 1.73727], [-5.17611, -2.22574, 1.89369], [-4.44217, -0.52109, 2.89625], [-6.56599, -0.05702, 1.43181], [-5.90940, 1.36592, 1.52840], [-6.83048, -0.09679, 3.00387], [-7.34370, -1.47475, 1.36837], [-6.42207, -0.12690, -0.14131], [-7.95620, 0.65296, 1.23877], [-0.54686, 0.63210, 3.53774], [0.13949, 1.99087, 2.96843], [0.84084, 2.74538, 3.93073], [-0.77513, 2.82141, 2.27604], [1.07891, 1.36852, 1.75925], [1.00228, -0.05230, 1.95936], [1.68347, -0.95501, 0.48918], [0.89694, -2.07493, 0.03111], [3.20200, -1.34251, 0.88023], [1.79649, 0.16281, -0.64455], [1.11739, -3.48064, 3.34366], [-1.70287, -2.26872, 3.79958], [0.33588, -1.62891, 4.64645], [-1.19471, 0.30195, 0.55576], [-2.14284, 0.75220, 1.93166], [-1.99699, -1.86214, 0.40228], [-2.69505, -1.94207, 2.02420], [1.70621, -0.26853, 2.78229], [3.57483, -0.53113, 1.27243], [1.78331, -0.26007, -1.52056], [4.14953, 1.12623, -2.66442], [4.57512, 1.63725, -1.50809], [5.74409, 2.36793, -1.37038], [6.51938, 2.57815, -2.49735], [6.09819, 2.05535, -3.70866], [4.90953, 1.34154, -3.73740], [3.93498, 1.44221, -0.65545], [6.03916, 2.76029, -0.40712], [7.44110, 3.14197, -2.43269], [6.67690, 2.19727, -4.61141], [4.53801, 0.91633, -4.66365], [-10.83980, -2.54727, -0.46349], [-9.66711, -1.90957, -0.44555], [-9.24420, -1.04935, -1.44027], [-10.07992, -0.83148, -2.52282], [-11.30129, -1.48311, -2.56425], [-11.63088, -2.32610, -1.51269], [-9.04798, -2.10942, 0.41192], [-8.28264, -0.56714, -1.36653], [-9.78343, -0.16468, -3.32316], [-11.98348, -1.34249, -3.39182], [-12.57789, -2.85532, -1.50043], [9.25315, 1.37395, -0.80614], [9.46622, 0.54746, -1.82998], [10.68431, 0.42256, -2.47999], [11.74242, 1.20309, -2.04534], [11.54255, 2.07010, -0.98436], [10.28501, 2.11523, -0.40239], [8.60815, -0.04112, -2.13778], [10.79936, -0.26772, -3.30459], [12.71002, 1.13646, -2.52694], [12.34267, 2.69715, -0.61521], [10.08301, 2.77688, 0.43332]], "forces_ev_per_a": [[-0.07, 0.52, 0.46], [0.75, -1.56, -0.35], [-1.38, 0.75, 0.67], [0.09, -0.76, -0.45], [0.06, 0.15, -0.46], [2.91, -0.30, 1.66], [-0.80, 0.34, -0.52], [-1.04, 0.08, -0.63], [-0.89, -0.18, -1.07], [-0.05, -0.78, -0.02], [0.66, 0.92, 0.26], [-1.73, -1.26, 0.88], [0.54, -0.07, -0.12], [0.11, 0.49, -0.01], [0.48, 0.50, -0.15], [0.66, 0.32, -0.03], [-0.10, 0.10, -0.03], [1.67, 0.91, -0.61], [-0.89, 2.57, -1.26], [1.41, -1.46, 1.32], [-1.30, -0.70, -0.71], [-1.06, -0.61, 1.76], [1.60, -0.45, -0.21], [0.31, -0.03, -1.08], [-0.70, -0.95, -0.04], [-0.94, 1.07, 0.47], [0.07, 0.22, 0.64], [0.05, -0.22, -0.39], [0.11, 0.78, 0.13], [-0.59, 0.57, -0.09], [0.03, -0.05, 0.15], [0.04, -0.21, 0.15], [-0.17, -0.13, 0.17], [0.17, 0.07, -0.08], [-0.19, -0.28, -0.10], [0.53, -0.44, -0.16], [0.11, 0.22, 0.10], [0.09, 0.02, 0.07], [-0.08, -0.08, -0.02], [-0.05, -0.02, -0.03], [0.13, 0.10, -0.05], [-0.04, 0.00, 0.06], [-0.14, -0.10, -0.03], [0.01, 0.08, 0.01], [0.01, -0.04, 0.00], [0.00, -0.03, 0.02], [-0.03, -0.01, -0.01], [0.06, 0.03, -0.03], [0.00, 0.13, -0.21], [-0.33, -0.31, 0.13], [-0.01, 0.08, -0.16], [-0.01, 0.04, -0.09], [0.03, 0.01, 0.02], [-0.02, -0.09, 0.15], [-0.03, -0.03, 0.00], [-0.01, 0.02, -0.05], [0.00, -0.01, 0.01], [-0.02, -0.02, 0.02], [-0.01, 0.03, -0.07], [0.18, 0.03, -0.07], [-0.18, -0.02, 0.07], [0.00, 0.02, 0.02], [0.10, 0.00, -0.05], [-0.01, -0.01, -0.01], [-0.15, 0.00, 0.08], [0.03, -0.02, -0.05], [-0.03, 0.00, 0.01], [-0.01, 0.00, 0.01], [-0.02, 0.00, 0.02], [0.07, 0.02, -0.01]], "mulliken_charge": [-0.6746, 0.1448, 1.0806, -0.7341, -1.6421, 1.1894, -0.2787, -0.3081, 0.3525, -0.2869, -0.2642, 1.4563, -0.2922, -0.3278, -0.3472, -0.2920, -0.2679, -0.4256, 1.0876, -0.6215, -0.5605, -0.3049, -0.7170, 0.8751, -0.5867, -0.5351, -0.4977, 0.2392, 0.1173, 0.1241, 0.3114, 0.5965, 0.3340, 0.5772, 0.7556, 0.3874, 0.3207, -0.2651, 0.0813, -0.6885, -0.2184, -0.5010, -0.2633, 0.3671, 0.3425, 0.4326, 0.3630, 0.3648, -0.5252, -0.4506, -0.1577, -0.5693, -0.2772, -0.2791, 0.7975, 0.3315, 0.3860, 0.3620, 0.3674, -0.4435, -0.1669, -0.4444, -0.1814, -0.3857, -0.2036, 0.4009, 0.3581, 0.3652, 0.3548, 0.3614], "e_lumo_ha": 0.002, "orbital_gap_ev": 9.5, "charge": 0, "multiplicity": 1}

***

(2)
{"formula": "C21H25GeN4O2SScSe", "method": "ωB97M-V with the def2-TZVPD basis set", "symbols": ["Sc", "O", "C", "O", "C", "C", "C", "C", "C", "N", "H", "H", "H", "H", "N", "C", "C", "C", "C", "C", "C", "N", "C", "C", "C", "S", "C", "N", "H", "H", "H", "H", "H", "H", "H", "C", "Ge", "C", "C", "C", "Se", "C", "H", "H", "H", "H", "H", "H", "H", "H", "H", "H", "H", "H", "H", "H"], "positions_angstrom": [[-16.99076, -2.63731, 12.46310], [-18.26200, 0.95516, 13.39902], [-18.14492, -0.23497, 13.27067], [-17.03567, -0.92227, 13.39141], [-19.26953, -1.00053, 12.72528], [-20.52995, -0.43457, 12.52203], [-21.51374, -1.21083, 11.90505], [-21.28413, -2.51383, 11.54493], [-20.01625, -3.03182, 11.83235], [-19.02268, -2.23716, 12.27835], [-20.70198, 0.60287, 12.77031], [-22.45521, -0.78518, 11.64631], [-22.07557, -3.14448, 11.05172], [-19.88472, -4.14722, 11.83485], [-14.16321, -5.31778, 10.94488], [-14.07359, -4.62970, 9.72162], [-13.36817, -4.85321, 8.56269], [-13.81029, -4.11149, 7.42909], [-14.83577, -3.17443, 7.48907], [-15.43180, -2.85249, 8.68693], [-15.04905, -3.60635, 9.78148], [-15.70582, -3.67003, 11.00617], [-15.14210, -4.71353, 11.69008], [-15.53919, -5.00702, 13.02881], [-15.08777, -6.06135, 13.85164], [-15.91830, -6.07578, 15.31840], [-16.66379, -4.59704, 14.98061], [-16.39723, -4.14812, 13.75441], [-13.60897, -6.14775, 11.17624], [-12.55663, -5.59058, 8.53622], [-13.20841, -4.22896, 6.54352], [-15.16455, -2.67040, 6.58605], [-16.16905, -2.05161, 8.86626], [-14.34497, -6.87672, 13.68942], [-17.42305, -4.10535, 15.59475], [-11.58021, -1.79488, 10.49311], [-11.16869, -0.13459, 11.48000], [-9.28867, 0.37909, 11.37454], [-12.37303, 1.27084, 10.66614], [-11.49682, -0.48562, 13.48283], [-13.23075, -1.24366, 14.03611], [-14.06437, 0.59727, 14.03503], [-11.23174, -2.69600, 11.03565], [-11.06364, -1.84819, 9.48709], [-12.64174, -1.88503, 10.20088], [-9.02405, 0.37973, 10.31380], [-8.70731, -0.30757, 11.94822], [-9.17325, 1.37356, 11.86179], [-13.10615, 1.65633, 11.40680], [-12.99913, 0.89430, 9.81271], [-11.67296, 2.07338, 10.39345], [-11.33550, 0.40785, 14.12334], [-10.76669, -1.26979, 13.66284], [-15.02428, 0.58470, 13.45514], [-13.32833, 1.23545, 13.57692], [-14.27089, 0.86991, 15.06028]], "forces_ev_per_a": [[1.34, 1.24, -0.19], [0.20, -0.48, 0.51], [0.10, 2.34, -0.49], [0.71, -1.31, -0.21], [-2.49, 0.40, -1.13], [0.30, -0.41, -0.08], [0.36, 0.84, -0.15], [0.30, -1.58, -0.19], [-1.09, -0.82, -0.15], [-0.57, -1.45, 0.78], [0.03, -0.05, 0.22], [-0.58, 0.43, 0.08], [1.01, 0.70, 0.79], [0.40, 1.26, -0.59], [-0.53, 0.63, 0.31], [-1.15, 0.40, 0.56], [-0.16, 0.23, -1.17], [1.51, -1.01, 1.42], [-0.26, 0.62, -0.28], [-0.26, 0.35, 0.53], [-0.18, -0.85, 0.36], [0.76, -1.13, 1.34], [0.68, 1.21, -2.31], [0.81, -1.74, 3.43], [-0.21, 0.31, -1.52], [0.04, 0.61, 0.72], [-0.32, -0.11, -1.04], [0.40, -1.52, -0.09], [-0.43, 0.60, 0.05], [-0.38, 0.41, -0.30], [-0.30, -0.09, -0.38], [0.24, 0.00, 0.07], [0.32, -0.51, -0.63], [-0.81, 0.90, -0.21], [0.54, -0.24, 0.04], [0.57, -0.70, -1.12], [-1.26, 0.23, 0.31], [-0.92, 0.92, 0.06], [-0.26, -0.46, 0.53], [-0.06, 0.08, -1.03], [-0.33, 1.25, -0.36], [-1.11, -1.23, -0.43], [-0.38, 0.35, -0.17], [-0.22, 0.34, 1.10], [0.26, 0.05, 0.59], [0.33, 0.19, 0.30], [0.58, -0.60, 0.15], [0.01, -0.54, -0.65], [0.60, -0.10, -0.37], [0.98, 0.35, 0.58], [-0.60, -0.07, -0.26], [0.12, -0.77, -0.38], [0.22, 0.10, 0.46], [1.04, 0.08, 0.54], [0.04, 0.23, -0.06], [0.06, 0.14, 0.12]], "nbo_charge": [2.0843, -0.4835, 0.7189, -0.8155, 0.1007, -0.1555, -0.1004, -0.2122, 0.0595, -0.6483, 0.2810, 0.2545, 0.2728, 0.2306, -0.4712, 0.0957, -0.1992, -0.1600, -0.1821, -0.2224, 0.1737, -0.6678, 0.3829, 0.0627, -0.4003, 0.6826, -0.1080, -0.6297, 0.4535, 0.2483, 0.2482, 0.2494, 0.2266, 0.2934, 0.2756, -1.1128, 1.5889, -1.0784, -1.0757, -0.9849, 0.1838, -0.7301, 0.2228, 0.2461, 0.2152, 0.2450, 0.2370, 0.2473, 0.2275, 0.2309, 0.2440, 0.2455, 0.2313, 0.2247, 0.2235, 0.2299], "e_lumo_ha": -0.258, "orbital_gap_ev": 5.3, "relative_energy_kcal_mol": 29.2, "charge": 2, "multiplicity": 1}

***

(3)
{"formula": "C21H25I2LuN3O3RhS2", "method": "ωB97M-V with the def2-TZVPD basis set", "symbols": ["I", "I", "Rh", "Lu", "S", "S", "C", "C", "C", "C", "C", "C", "C", "C", "C", "C", "C", "O", "O", "O", "H", "H", "H", "H", "H", "H", "H", "H", "H", "H", "H", "H", "H", "H", "H", "H", "H", "H", "N", "C", "C", "C", "C", "C", "C", "C", "N", "C", "C", "N", "C", "H", "H", "H", "H", "H", "H", "H"], "positions_angstrom": [[2.07405, 3.82449, 0.03355], [3.97211, 1.58240, -2.89818], [0.65112, -0.67724, -2.96852], [0.56071, 1.43318, -0.43245], [0.45342, 1.86358, -2.92501], [2.63271, 0.15551, -1.20321], [-0.92273, -1.30076, -2.11448], [-0.61717, 2.67380, -4.20690], [3.62626, -0.69918, 0.16985], [0.05099, 2.45199, -5.56173], [-1.96158, 1.98648, -4.11024], [-0.66546, 4.17023, -3.88287], [5.01076, -0.83566, -0.42924], [2.99466, -2.05632, 0.42011], [3.70230, 0.18161, 1.40921], [-0.15491, -1.05483, -4.65371], [1.31416, -2.38987, -2.67275], [-1.98164, -1.39434, -1.65765], [-0.84565, -1.53185, -5.46197], [1.74282, -3.46330, -2.60487], [0.12824, 1.38563, -5.80990], [1.04565, 2.92127, -5.57445], [-0.56894, 2.91764, -6.33841], [-1.87017, 0.90516, -4.21068], [-2.58755, 2.33897, -4.93125], [-2.41707, 2.23146, -3.15154], [-1.07184, 4.34509, -2.87686], [-1.31801, 4.70474, -4.59083], [0.35560, 4.58301, -3.95403], [5.60676, -1.40992, 0.28635], [5.46218, 0.13993, -0.60707], [4.99321, -1.36847, -1.37583], [3.49720, -2.52620, 1.27670], [3.08147, -2.68077, -0.47214], [1.93785, -1.96331, 0.67045], [4.37951, -0.27842, 2.15394], [2.72301, 0.29523, 1.88965], [4.06927, 1.17687, 1.11609], [-3.92622, -4.11728, 8.21498], [-3.59022, -3.48278, 7.29155], [-3.18155, -2.67160, 6.17259], [-2.01639, -3.00385, 5.48521], [-1.59489, -2.22007, 4.41352], [-2.34255, -1.12950, 3.99381], [-3.52524, -0.81835, 4.67490], [-3.96717, -1.58616, 5.75615], [-1.95841, -0.31795, 2.90397], [-2.61197, 0.86786, 2.47050], [-1.89266, 1.33037, 1.41139], [-0.82695, 0.45057, 1.15694], [-0.89431, -0.49302, 2.09367], [-1.37765, -3.83860, 5.75687], [-0.69188, -2.45770, 3.89907], [-4.12377, 0.01729, 4.33983], [-4.88375, -1.37101, 6.31258], [-3.48853, 1.30402, 2.94311], [-1.99302, 2.19633, 0.76429], [-0.19616, -1.29637, 2.19595]], "forces_ev_per_a": [[-0.72, -1.03, -0.11], [1.16, 1.40, -1.22], [2.09, 3.12, 1.60], [0.78, 1.84, 0.81], [0.24, -1.54, -0.17], [-1.85, -1.41, 0.51], [-5.39, 0.45, 2.74], [-0.46, 0.16, -0.95], [0.60, -0.62, 0.35], [0.20, -0.03, 0.07], [-0.11, 0.22, -0.03], [0.34, 0.01, 0.49], [0.12, -0.14, -0.12], [-0.07, 0.03, -0.09], [-0.37, 0.47, -0.24], [-3.69, -2.76, -5.05], [2.84, -6.11, -0.78], [3.63, -0.13, -1.63], [3.24, 2.40, 3.44], [-1.76, 4.15, 0.10], [0.08, 0.21, 0.00], [-0.29, -0.22, -0.18], [0.14, -0.02, 0.19], [-0.08, -0.02, -0.03], [-0.14, 0.05, 0.13], [-0.29, -0.08, -0.06], [0.16, 0.05, -0.22], [0.25, -0.36, 0.07], [-0.51, 0.06, 0.08], [0.17, 0.17, -0.17], [0.20, -0.02, 0.25], [0.04, -0.27, -0.07], [-0.02, -0.01, -0.33], [0.10, -0.14, 0.30], [-0.17, 0.00, 0.10], [-0.20, 0.21, -0.48], [0.03, 0.04, 0.02], [-0.01, -0.27, 0.42], [0.74, 1.35, -2.03], [-0.73, -1.08, 1.83], [-0.24, -0.71, 0.55], [-0.59, -0.56, 1.32], [-0.19, 1.72, -1.56], [-0.62, -0.07, 0.62], [0.74, 0.88, -1.70], [0.09, -1.61, 1.75], [-0.06, 1.48, -1.03], [0.45, -0.12, -0.12], [0.36, -0.87, 0.07], [-0.23, 0.01, 0.73], [-0.29, 0.47, -0.46], [-0.32, -0.08, 0.27], [0.53, -0.33, -0.10], [-0.12, -0.03, 0.18], [0.19, 0.12, -0.33], [0.36, -0.24, -0.16], [-0.53, 0.05, 0.44], [0.17, -0.24, -0.02]], "nbo_charge": [-0.2409, 0.6447, 0.3402, 1.4180, -0.2523, -0.2845, 0.5651, -0.0355, -0.0082, -0.6360, -0.6248, -0.6423, -0.6567, -0.6372, -0.6456, 0.5595, 0.6026, -0.3310, -0.2920, -0.2995, 0.1995, 0.2360, 0.2772, 0.1848, 0.2756, 0.2169, 0.2221, 0.2823, 0.2390, 0.2773, 0.2317, 0.2242, 0.2750, 0.2291, 0.1841, 0.2841, 0.1988, 0.2516, -0.0566, 0.1554, -0.1619, 0.0847, -0.0239, 0.0712, 0.0188, 0.0520, -0.3153, -0.0310, -0.0449, -0.6683, 0.2633, 0.2791, 0.2362, 0.2554, 0.3007, 0.2755, 0.2487, 0.2281], "e_lumo_ha": [-0.495, -0.579], "orbital_gap_ev": [5.8, 3.4], "charge": 4, "multiplicity": 5}

***

no.,electronic energy (Eh)
1,-3938.71508
2,-6821.55997
3,-3941.46631